Entry 1:
Molecular formula: C7H10
Method: DFT, ωB97M-V with the def2-TZVPD basis set

CARTESIAN COORDINATES (ANGSTROEM)
1 C -0.688 -0.397 -0.315
2 C -0.982 1.941 0.723
3 C 1.151 0.500 0.704
4 C -0.288 0.721 0.368
5 C -1.608 -1.055 -1.219
6 C 1.182 -0.812 0.073
7 C 2.060 -1.682 -0.258
8 H -0.961 2.571 -0.211
9 H -2.453 -1.397 -0.708
10 H 3.022 -1.774 0.229
11 H 1.827 -2.632 -0.546
12 H -0.437 2.525 1.408
13 H 1.208 0.553 1.886
14 H -1.919 -0.315 -1.972
15 H 1.892 1.358 0.356
16 H -1.026 -1.859 -1.782
17 H -1.981 1.755 1.264

Forces on the atoms, in the same order (eV/Å):
C 6.67 0.64 2.26
C -2.17 0.86 -0.48
C 0.48 2.97 2.70
C -0.64 -1.75 -1.09
C 1.42 0.20 -1.87
C -4.56 1.08 -1.51
C 1.95 -0.72 1.58
H -1.01 -0.30 0.85
H -1.40 -0.99 0.53
H 0.59 0.98 -0.08
H -1.15 -2.26 -1.67
H 0.96 0.59 1.05
H 0.39 -0.50 -2.02
H -0.16 -0.26 0.05
H -1.37 -1.83 0.35
H -1.11 0.81 0.87
H 1.12 0.48 -1.50

Its gap between HOMO and LUMO is 9.58 eV. Its largest force on an atom is 7.07 eV/A. The energy above the lowest of the compared OMol25 structures with the same formula, charge and spin is 106.4 kcal/mol. For the HOMO energy, the calculation gives -8.557 eV.

---

Entry 2:
Molecular formula: C4H8Cl2S
Method: DFT, ωB97M-V with the def2-TZVPD basis set

CARTESIAN COORDINATES (ANGSTROEM)
1 Cl 2.769 0.772 0.536
2 Cl -2.419 -0.418 0.230
3 S 3.093 -1.583 -1.116
4 C -1.699 -0.189 -1.358
5 C 3.908 -2.271 0.447
6 C 2.440 -0.031 -0.919
7 C -0.863 1.106 -1.497
8 H -1.246 1.658 -2.320
9 H 4.105 -1.507 1.121
10 H 3.222 -3.034 0.870
11 H 4.822 -2.813 0.343
12 H 0.148 0.986 -1.765
13 H -1.069 1.691 -0.595
14 H -2.535 -0.156 -2.171
15 H -1.198 -1.071 -1.476

Forces on the atoms, in the same order (eV/Å):
Cl -0.52 0.73 -0.52
Cl -0.49 0.23 0.65
S 0.87 -1.83 -1.07
C -2.05 2.20 -2.00
C -2.07 -1.05 -0.53
C 0.89 -0.13 2.23
C -1.88 -0.40 0.80
H -0.63 0.64 -0.69
H 0.03 1.48 1.27
H 0.08 0.81 -0.13
H 0.74 -0.02 -1.25
H 1.40 -0.48 0.45
H 0.69 0.07 -0.20
H 1.26 -0.21 1.71
H 1.69 -2.03 -0.73

Its gap between HOMO and LUMO (spin up / spin down) is 7.85 / 7.93 eV. Its spin multiplicity is 3. Its largest force on an atom is 3.61 eV/A. The energy above the lowest of the compared OMol25 structures with the same formula, charge and spin is 2.9 kcal/mol. For the HOMO energy (spin up / spin down), the calculation gives -7.254 / -9.948 eV.

---

Entry 3:
Molecular formula: C2H14O4
Method: DFT, ωB97M-V with the def2-TZVPD basis set

CARTESIAN COORDINATES (ANGSTROEM)
1 O -2.232 0.389 2.355
2 O 1.417 -1.290 1.076
3 O 0.165 1.519 3.193
4 O -0.468 -2.551 -1.092
5 C 0.593 0.585 -2.532
6 C -0.381 0.792 -1.311
7 H 1.107 1.448 -2.922
8 H 2.176 -0.785 1.198
9 H 0.019 0.535 3.367
10 H -0.111 0.289 -0.298
11 H 0.834 -0.881 0.483
12 H -1.714 1.259 2.504
13 H -0.515 1.846 -1.110
14 H -1.308 0.495 -1.630
15 H 1.352 -0.203 -2.297
16 H -1.876 -0.031 1.515
17 H 0.127 -1.737 -1.007
18 H 0.128 -3.244 -0.849
19 H -0.183 0.322 -3.280
20 H 0.869 1.246 2.636

Forces on the atoms, in the same order (eV/Å):
O 1.29 0.56 -0.11
O -1.19 -2.34 1.63
O -2.15 -2.83 0.63
O 0.77 2.69 0.21
C -1.13 -1.12 0.81
C 2.73 0.93 1.31
H 0.12 0.49 0.42
H 2.15 1.43 -0.05
H -0.42 1.19 1.32
H -0.36 0.79 -1.67
H -0.75 1.01 -1.29
H -0.49 -0.36 -0.35
H 0.23 0.39 0.33
H -2.32 -1.24 -0.29
H -0.80 0.43 -0.71
H -0.37 0.27 0.29
H -1.33 -1.85 -0.62
H 0.50 -0.93 0.22
H 1.35 -0.48 -0.18
H 2.15 0.96 -1.90

Its gap between HOMO and LUMO (spin up / spin down) is 10.04 / 2.76 eV. Its spin multiplicity is 2. Its charge is +1. Its largest force on an atom is 3.61 eV/A. The energy above the lowest of the compared OMol25 structures with the same formula, charge and spin is 41.8 kcal/mol. For the HOMO energy (spin up / spin down), the calculation gives -14.664 / -14.647 eV.

---

Entry 4:
Molecular formula: C27H65BN7O7
Method: DFT, ωB97M-V with the def2-TZVPD basis set

CARTESIAN COORDINATES (ANGSTROEM)
1 O -7.405 0.806 4.337
2 O 4.871 1.797 1.047
3 O 3.386 0.203 0.147
4 O 8.168 5.073 -0.848
5 O 1.228 -3.409 -2.093
6 O -3.622 -1.764 3.970
7 O -2.770 -0.690 0.022
8 N -9.605 -1.063 4.503
9 N 3.983 3.593 -3.608
10 N 7.129 4.236 -3.362
11 N -5.478 -2.123 1.804
12 N -1.451 1.480 1.394
13 N -0.544 -4.799 -3.912
14 N 3.241 3.985 -2.594
15 C -0.681 0.360 0.851
16 C -8.668 1.229 4.815
17 C -6.308 -3.491 3.630
18 C 3.335 3.225 -1.527
19 C 1.750 -4.269 -3.090
20 C -1.532 -0.902 0.667
21 C 7.953 6.030 -1.868
22 C 0.602 -6.508 -2.619
23 C 3.738 -1.058 -2.700
24 C 0.775 -5.344 -3.589
25 C 4.751 2.519 -3.643
26 C 4.863 1.681 -2.535
27 C -10.264 0.639 2.900
28 C 7.963 5.449 -3.287
29 C 1.293 -3.911 -0.771
30 C -2.730 -0.666 -1.392
31 C -9.851 0.372 4.344
32 C -4.196 -1.591 5.254
33 C -5.142 -3.247 2.677
34 C 9.352 5.134 -3.828
35 C 9.527 4.768 -0.572
36 C -3.797 -3.042 3.388
37 C 5.758 0.474 -2.603
38 C 0.014 0.820 -0.425
39 C 4.138 2.070 -1.409
40 C -7.059 1.257 3.041
41 C 4.999 -0.798 -2.273
42 B 4.152 1.309 0.003
43 H -3.712 -0.972 -1.751
44 H -8.604 1.150 5.903
45 H 5.290 2.307 -4.555
46 H 9.306 4.959 -4.902
47 H 0.491 -0.018 -0.941
48 H -3.625 -0.816 5.764
49 H 3.708 -0.324 0.890
50 H -1.834 1.218 2.298
51 H -9.565 0.192 2.192
52 H 0.412 -4.505 -0.516
53 H 9.901 3.964 -1.210
54 H -0.680 1.299 -1.115
55 H -3.621 -3.831 4.132
56 H 0.113 -7.341 -3.122
57 H -9.432 -1.272 5.482
58 H 5.533 -1.539 -1.681
59 H -0.968 -1.694 0.154
60 H 6.956 6.437 -1.676
61 H 1.325 -3.054 -0.097
62 H -4.141 -2.513 5.841
63 H -5.235 -1.259 5.192
64 H 2.193 -4.514 -0.617
65 H -7.168 -3.869 3.078
66 H -3.003 -3.125 2.638
67 H 7.520 6.204 -3.944
68 H -6.051 -4.223 4.398
69 H -8.831 2.288 4.576
70 H -2.269 1.610 0.805
71 H -8.729 -1.285 4.038
72 H -5.414 -1.281 2.370
73 H -7.427 0.568 2.277
74 H 8.661 6.861 -1.776
75 H -11.243 0.202 2.706
76 H -5.033 -4.141 2.054
77 H 6.193 4.497 -3.070
78 H 7.460 3.623 -2.618
79 H -7.435 2.265 2.845
80 H 3.425 -1.142 -3.739
81 H 2.692 -4.719 -2.747
82 H 0.788 1.551 -0.182
83 H 5.344 2.611 0.847
84 H 10.038 5.962 -3.651
85 H -1.978 -1.360 -1.783
86 H 6.190 0.430 -3.613
87 H -0.882 -4.287 -3.102
88 H 6.610 0.589 -1.931
89 H 3.942 4.198 -4.421
90 H -0.457 -4.095 -4.638
91 H 2.728 3.549 -0.690
92 H -2.533 0.339 -1.775
93 H 1.202 -5.745 -4.513
94 H -10.699 0.635 4.984
95 H -0.022 -6.235 -1.767
96 H -10.325 1.710 2.696
97 H 9.581 4.435 0.463
98 H 1.564 -6.859 -2.242
99 H -6.618 -2.569 4.125
100 H 2.976 -1.265 -1.952
101 H -1.785 -1.279 1.662
102 H -4.746 -2.010 1.108
103 H 1.994 -3.617 -3.934
104 H -5.970 1.276 2.985
105 H 10.162 5.649 -0.690
106 H 9.771 4.237 -3.371
107 H 0.097 0.109 1.580

Forces on the atoms, in the same order (eV/Å):
O 0.08 0.08 -0.02
O 0.04 0.05 -0.35
O 0.50 -0.09 -0.08
O 0.04 -0.05 -0.06
O 0.05 -0.03 0.09
O 0.04 -0.03 0.04
O 0.00 -0.03 -0.09
N 0.12 0.08 0.18
N -0.11 -0.06 -0.16
N -0.15 0.10 0.03
N 0.19 0.01 -0.03
N -0.06 -0.12 0.10
N 0.14 0.21 -0.04
N 0.14 -0.02 -0.02
C -0.10 0.14 -0.17
C -0.10 0.00 0.21
C -0.03 -0.10 0.02
C -0.04 -0.09 0.25
C 0.08 0.07 -0.24
C 0.01 -0.16 0.28
C -0.16 0.11 0.01
C 0.06 -0.09 -0.03
C 0.11 -0.30 0.30
C -0.15 -0.05 0.22
C 0.20 -0.54 -0.08
C -0.14 0.32 0.39
C -0.09 0.06 -0.01
C 0.27 -0.09 -0.03
C -0.07 0.13 0.03
C -0.14 0.01 0.02
C 0.09 -0.07 -0.23
C -0.01 0.10 -0.03
C -0.19 0.13 0.18
C 0.01 0.00 -0.06
C -0.04 -0.04 0.10
C 0.11 -0.10 -0.14
C 0.40 -0.76 -1.61
C 0.17 -0.03 -0.12
C -0.11 -0.01 -0.14
C 0.09 -0.21 0.02
C 0.01 0.12 -0.31
B -0.16 -0.02 0.02
H 0.00 -0.03 0.02
H 0.04 -0.03 -0.01
H -0.03 0.24 -0.09
H -0.02 -0.03 0.00
H -0.01 0.00 0.00
H 0.02 -0.01 -0.01
H -0.40 0.00 0.25
H 0.07 0.04 0.04
H 0.03 0.00 0.02
H 0.05 -0.07 0.01
H 0.05 0.05 -0.04
H -0.05 -0.03 0.03
H -0.06 0.03 0.04
H -0.04 0.02 0.00
H -0.10 -0.03 0.01
H -0.60 0.75 1.50
H 0.05 0.06 -0.07
H 0.00 -0.02 0.03
H 0.02 0.01 -0.01
H -0.02 -0.01 -0.01
H -0.02 -0.05 0.03
H -0.02 -0.03 0.00
H -0.01 0.04 -0.02
H -0.01 0.02 0.00
H -0.07 0.01 0.05
H 0.00 0.02 0.01
H -0.01 -0.02 -0.07
H 0.03 0.05 -0.03
H -0.06 -0.03 -0.10
H -0.10 0.03 -0.04
H -0.02 0.12 -0.10
H 0.06 -0.05 -0.03
H 0.02 -0.04 0.01
H 0.06 0.01 -0.01
H 0.07 0.12 0.12
H 0.02 -0.04 -0.04
H -0.06 -0.02 0.01
H -0.29 1.83 -0.07
H -0.04 -0.05 0.04
H -0.04 0.03 0.04
H 0.18 0.02 0.19
H 0.00 0.00 0.02
H 0.03 0.02 0.00
H 0.11 0.15 0.04
H -0.06 -0.10 0.03
H -0.08 0.01 0.14
H -0.10 0.02 0.01
H -0.03 -0.09 -0.09
H -0.04 0.09 -0.05
H 0.09 -0.03 -0.03
H 0.04 0.04 -0.01
H 0.03 0.02 0.04
H 0.01 0.03 -0.01
H 0.02 0.00 0.00
H -0.02 0.02 0.01
H 0.00 0.01 0.01
H 0.05 0.01 0.01
H 0.27 -1.85 -0.21
H -0.06 0.03 -0.01
H -0.01 0.04 -0.09
H -0.03 0.04 0.02
H 0.00 0.01 0.02
H 0.01 0.00 -0.02
H -0.01 0.02 0.04
H -0.03 -0.06 0.01

Its gap between HOMO and LUMO is 5.42 eV. Its charge is +1. Its largest force on an atom is 1.88 eV/A. For the HOMO energy, the calculation gives -10.115 eV.

---

| no. | E (eV) |
| --- | --- |
| 1 | -7416.420 |
| 2 | -40153.042 |
| 3 | -10478.189 |
| 4 | -54483.529 |